Molecular formula: C3H8N2O2S
Method: DFT, wB97M-V/def2-TZVPD

Geometry as ORCA input:
```
! wB97M-V def2-TZVPD RIJCOSX def2/J DEFGRID3
* xyz 0 1
C 2.10374 -0.25609 0.37138
C 1.25409 -1.28036 0.31577
C 0.38848 -1.36894 -0.81573
N -0.74555 2.25583 0.02456
N -0.98763 1.01522 0.64653
O -2.31927 -1.13385 0.92857
O -2.47308 -0.03428 -1.24928
S -1.68121 -0.43248 -0.12458
H 2.70092 -0.29673 1.23432
H 2.29468 0.42489 -0.36728
H 0.95171 -1.77866 1.20720
H 0.07768 -2.39268 -0.95426
H 0.64951 -0.62095 -1.64988
H -0.88224 2.25358 -0.95894
H -1.30490 2.96007 0.40902
H -0.02694 0.68543 0.98257
*
```

For the energy above the lowest of the compared OMol25 structures with the same formula, charge and spin, the calculation gives 390.0 kJ/mol. As for the LUMO energy (alpha / beta): -0.718 / -0.718 eV. The calculation puts the total energy at -21146.804 eV. The HOMO-LUMO gap (alpha / beta) is 8.42 / 8.41 eV.